Here is a cluster of 2 separate species, C4H12O3S2Si in total at a distorted geometry from OMol25. Energies are from wB97M-V/def2-TZVPD.

Computed properties:
- Largest force on an atom: 0.1300 hartree/bohr
- Orbital gap: 8.62 eV
- Molecular weight: 200.36 g mol⁻¹
- Total energy: -40032.8235 eV

Bonds (Å) are listed after each position.
Atoms and positions in Å:
1 C 0.347 -1.155 -2.294  O5 1.414, H11 1.115, H12 1.041, H13 1.111
2 C -2.486 -1.063 1.490  O6 1.362, H14 1.165, H15 1.117, H16 1.059
3 C -0.369 3.029 -0.281  O7 1.452, H17 1.130, H18 1.099, H19 1.171
4 C 1.605 -0.288 1.216  S10 1.835, H20 1.011, H21 1.180
5 O -0.488 -0.940 -1.173  C1 1.414, Si8 1.573
6 O -2.050 -0.009 0.747  C2 1.362, Si8 1.602
7 O -0.432 1.627 -0.652  C3 1.452, Si8 1.573
8 Si -0.697 0.182 -0.090  O5 1.573, O6 1.602, O7 1.573
9 S 4.664 0.367 0.034  S10 2.125, H22 1.389
10 S 2.600 -0.013 -0.301  C4 1.835, S9 2.125
11 H 1.323 -1.563 -1.941  C1 1.115
12 H 0.460 -0.204 -2.702  C1 1.041
13 H -0.180 -1.888 -2.942  C1 1.111
14 H -1.750 -1.589 2.225  C2 1.165
15 H -2.680 -1.969 0.866  C2 1.117
16 H -3.390 -0.909 2.019  C2 1.059
17 H -1.055 3.330 0.565  C3 1.130
18 H -0.527 3.675 -1.157  C3 1.099
19 H 0.788 3.018 -0.103  C3 1.171
20 H 1.728 -1.194 1.646  C4 1.011
21 H 1.705 0.677 1.887  C4 1.180
22 H 4.602 1.742 -0.154  S9 1.389

For reference, the Mulliken charges in units of e are: number 1, C, carries -0.5868; number 2, C, carries -0.6702; number 3, C, carries -0.5509; number 4, C, carries -0.9009; number 5, O, carries -0.1970; number 6, O, carries -0.2547; number 7, O, carries -0.2097; number 8, Si, carries 0.5589; number 9, S, carries -0.2701; number 10, S, carries -0.1228; number 11, H, carries 0.2837; number 12, H, carries 0.3110; number 13, H, carries 0.2026; number 14, H, carries 0.2715; number 15, H, carries 0.2619; number 16, H, carries 0.3048; number 17, H, carries 0.2431; number 18, H, carries 0.2369; number 19, H, carries 0.2600; number 20, H, carries 0.4544; number 21, H, carries 0.2489; number 22, H, carries 0.1254